No. 1
A molecular structure, C31H34FMnN3O9S2 in a non-equilibrium geometry. Source: the OMol25 dataset; level of theory: ωB97M-V/def2-TZVPD.

The spin multiplicity is 6. The HOMO energy (alpha / beta) comes out at -7.0752 / -7.6497 eV. The energy above the lowest of the compared OMol25 structures with the same formula, charge and spin is 0.0 kcal per mole. The calculation puts the molar mass at 730.69 g mol⁻¹. For the maximum force, the calculation gives 4.5 eV/A. The value obtained for the total energy is -111303.36213 eV.

XYZ file:
```
81
Properties=species:S:1:pos:R:3:forces:R:3:mulliken_charge:R:1
Mn -1.087006 -1.866269 -2.438865 0.520 -0.144 0.608 1.10
C -4.553732 -1.485207 -1.410028 0.079 0.459 0.136 -1.55
C -3.819428 -2.693762 -0.858986 0.121 -0.039 -0.032 1.21
C -4.042826 -3.121142 0.464377 0.775 -0.420 -0.682 -0.87
C -3.384489 -4.240566 0.974189 -0.422 -0.732 -0.712 0.60
C -3.629980 -4.674064 2.413345 0.626 0.737 0.026 -1.58
C -2.629431 -5.069601 0.084003 -0.477 1.761 0.103 -1.05
C -2.361086 -4.667228 -1.225508 -0.823 0.853 -0.378 0.58
C -1.571843 -5.522769 -2.213029 -1.172 0.177 0.455 -1.30
C -2.957330 -3.431140 -1.677644 0.386 -0.905 0.001 -0.68
H -3.894730 -0.622798 -1.702672 -0.372 -0.859 0.364 0.22
H -5.281429 -1.123930 -0.656250 0.349 -0.096 -0.461 0.37
H -5.100555 -1.777936 -2.311714 -0.006 0.116 0.102 0.35
H -4.787597 -2.629987 1.066183 0.008 0.372 0.254 0.39
H -3.636311 -3.822536 3.127260 0.065 -0.347 -0.570 0.35
H -2.832751 -5.339337 2.716322 0.193 -0.199 0.189 0.41
H -4.558004 -5.197856 2.566365 -0.505 -0.246 -0.204 0.32
H -2.280470 -6.017675 0.420206 0.420 -0.529 0.335 0.42
H -2.235036 -5.767726 -3.060971 0.369 0.073 0.236 0.33
H -1.252222 -6.453813 -1.740778 0.127 0.150 -0.071 0.40
H -0.736694 -4.951225 -2.582966 0.447 0.014 -0.182 0.21
H -2.821556 -3.142383 -2.757249 -0.451 -0.466 0.893 1.04
O 0.408034 0.660398 -2.132810 -0.735 1.211 -0.111 -0.43
S -0.331695 0.801389 -3.398038 -0.158 -1.288 -1.463 1.29
O -0.639349 2.065548 -4.035236 0.567 -0.153 1.267 -0.74
O -1.568300 -0.060712 -3.361481 1.035 0.459 0.166 -0.76
C 0.964420 0.014934 -4.418785 0.665 -0.540 -0.885 0.19
C 2.088898 0.865711 -4.572844 -1.130 0.145 0.509 -0.94
C 3.303340 0.396113 -5.039871 -0.775 -1.228 -0.342 -0.53
C 3.445952 -0.971702 -5.283142 -0.257 -0.446 0.594 -0.54
C 2.344752 -1.843876 -5.133278 0.019 -0.168 -1.081 -0.44
C 1.056841 -1.345581 -4.880058 0.402 0.861 0.629 0.30
S -0.404232 -2.312046 -5.454702 0.778 -0.637 -0.642 1.17
O -1.029190 -1.281658 -6.276193 -0.186 -1.140 1.069 -0.67
O 0.019654 -3.531532 -6.139579 0.236 1.392 0.228 -0.72
O -1.099152 -2.797065 -4.207970 -0.420 0.726 -0.738 -0.48
H 1.940415 1.929983 -4.305374 0.215 -0.750 -0.200 0.37
H 4.102586 1.044224 -5.300322 0.575 0.618 0.117 0.46
H 4.431197 -1.364684 -5.567512 -0.550 0.074 0.051 0.36
H 2.442249 -2.922002 -5.402976 -0.123 1.031 0.220 0.39
C 4.348555 0.829434 2.469383 0.557 0.293 0.180 -0.96
C 3.626289 0.900014 1.134037 0.063 0.716 0.724 -1.14
N 2.332403 0.282115 1.130134 -0.833 -0.796 0.195 0.38
C 2.235620 -1.052918 0.746659 -0.440 1.595 -0.308 -0.53
C 1.084394 -1.519899 0.179235 0.065 0.319 -0.686 0.63
C 1.364279 -2.697398 -0.726549 -0.932 -2.062 -1.387 -0.14
O 2.336803 -3.399466 -0.427054 -0.708 0.506 -0.368 -0.76
O 0.577448 -2.893958 -1.777689 1.418 0.824 2.174 -0.27
C -0.135070 -0.719474 0.140183 -0.175 -1.091 -0.359 0.52
O -1.175092 -1.048355 -0.496615 1.204 0.983 1.684 -0.36
C -0.078794 0.471859 1.015245 -0.348 0.298 0.726 -0.02
C -1.243247 1.046137 1.548928 1.232 1.405 -0.032 -0.84
C -1.124400 2.286835 2.196570 1.234 -0.589 1.131 0.41
F -2.259089 2.868471 2.606098 -0.866 0.371 0.285 -0.35
C 0.104739 2.854502 2.672271 -0.389 -2.944 -3.352 -1.10
C 1.245741 2.133975 2.215166 -0.449 2.194 1.202 -0.07
C 1.180783 1.032055 1.415603 -0.374 -2.557 -0.806 0.11
N 0.274365 4.050046 3.341510 0.378 1.222 0.783 0.32
C -0.747902 5.096126 3.224479 -0.225 -0.965 -0.072 -0.67
C -0.307220 6.391758 3.905459 -0.103 -0.019 -0.287 -0.64
N 1.204991 6.427571 3.885000 -0.367 0.483 0.588 -0.21
C 1.743688 5.338873 4.790509 0.223 0.669 0.992 -0.76
C 1.033149 3.983354 4.582855 0.523 0.530 -0.883 -0.44
H 5.228913 1.495865 2.334369 -0.223 -0.642 0.509 0.36
H 4.653784 -0.206206 2.725396 -0.050 0.666 -0.194 0.34
H 3.739484 1.215312 3.307214 0.237 -0.167 -0.395 0.24
H 4.214578 0.433203 0.375668 0.473 -0.359 -0.535 0.61
H 3.521195 1.950540 0.819322 -0.101 -0.333 0.081 0.44
H 3.151346 -1.686238 0.798654 -0.832 0.708 -0.393 0.54
H -2.217209 0.576464 1.532483 -0.002 0.056 -0.588 0.60
H 2.204132 2.534773 2.542319 -0.085 -0.237 -0.248 0.51
H -1.720595 4.774047 3.631015 0.240 0.328 -0.049 0.39
H -0.883861 5.246686 2.140366 -0.065 0.107 0.394 0.46
H -0.623663 6.487029 4.955167 0.199 -0.102 -0.396 0.36
H -0.725625 7.209633 3.308473 0.337 0.098 0.401 0.38
H 1.580283 7.346171 4.220459 -0.440 -0.913 -0.545 0.35
H 1.516954 6.259717 2.923429 0.032 0.021 0.146 0.39
H 1.635908 5.710715 5.830062 -0.135 -0.149 -0.597 0.35
H 2.817696 5.351453 4.598317 -0.081 -0.490 -0.102 0.44
H 0.425428 3.658537 5.409728 -0.331 0.223 0.709 0.38
H 1.836934 3.252182 4.490751 -0.275 -0.100 -0.119 0.22
```
Positions in Å, forces in eV/Å.

No. 2
A molecular structure, C31H34IrN7O4. Source: the OMol25 dataset; level of theory: ωB97M-V/def2-TZVPD.

The spin multiplicity is 1. The HOMO energy comes out at -13.4268 eV. The energy above the lowest of the compared OMol25 structures with the same formula, charge and spin is 0.9 kcal per mole. The calculation puts the molar mass at 760.88 g mol⁻¹. As for the charge: +2. For the maximum force, the calculation gives 0.2 eV/A. The value obtained for the total energy is -54142.27385 eV.

XYZ file:
```
77
Properties=species:S:1:pos:R:3:forces:R:3:mulliken_charge:R:1
Ir -0.148311 -0.408682 0.191331 0.014 -0.109 -0.030 0.57
O 2.317645 5.977369 -1.718013 -0.015 -0.023 -0.044 -0.59
N 3.152360 5.095610 -1.757223 0.036 0.048 0.120 1.04
O 4.274781 5.197811 -2.188137 -0.016 -0.011 -0.045 -0.57
C 2.773167 3.791098 -1.174090 -0.002 -0.019 -0.039 -0.09
C 3.755339 3.089637 -0.578269 0.009 0.006 -0.012 -0.90
C 3.477295 1.827115 0.034970 -0.005 -0.007 -0.002 1.49
C 4.456848 1.036195 0.662093 -0.001 0.008 -0.007 -0.94
C 4.093399 -0.176505 1.186152 -0.009 -0.010 0.011 -1.07
C 2.768850 -0.614195 1.068763 0.009 0.003 -0.014 -0.42
N 1.839723 0.115013 0.469347 -0.002 0.003 0.022 0.56
C 2.176426 1.335566 -0.014292 0.002 0.001 -0.006 -0.59
C 1.134261 2.102920 -0.628690 -0.014 0.008 0.005 -0.35
N -0.106055 1.552783 -0.600621 -0.006 0.062 0.127 0.58
C -1.091151 2.178508 -1.226893 0.017 0.008 0.024 -0.74
C -0.900631 3.393953 -1.882267 0.001 -0.002 -0.004 -1.25
C 0.339419 3.982633 -1.887331 0.008 -0.001 -0.004 -1.10
C 1.407795 3.334520 -1.237604 -0.012 -0.017 -0.004 1.59
H 4.763575 3.482722 -0.577072 -0.003 -0.001 0.007 0.61
H 5.479085 1.388003 0.720942 -0.001 0.001 0.003 0.54
H 4.811688 -0.814183 1.680826 0.001 -0.001 -0.004 0.50
H 2.446189 -1.583438 1.425153 0.018 0.001 -0.016 0.47
H -2.056592 1.690557 -1.202592 0.001 0.007 0.007 0.48
H -1.735157 3.861270 -2.385869 0.002 -0.002 0.002 0.52
H 0.496353 4.928102 -2.382041 -0.002 0.003 0.001 0.65
C -3.718112 -2.836613 0.200694 -0.004 -0.016 0.017 -1.93
C -2.345359 -2.251914 0.234469 0.009 -0.019 0.014 0.83
N -2.077848 -1.007112 -0.014739 0.030 0.012 -0.048 0.65
O -3.109619 -0.130055 -0.338659 -0.025 0.037 0.032 -0.66
C -1.191037 -3.074264 0.498426 0.009 0.010 0.061 0.40
C -1.239968 -4.556005 0.665780 -0.007 -0.007 -0.008 -1.90
N -0.059906 -2.393688 0.532795 -0.077 0.014 0.006 0.79
O 1.061965 -2.963400 0.626134 -0.018 -0.015 -0.016 -0.76
H -4.489305 -2.111092 0.455890 0.010 0.013 0.002 0.58
H -3.782225 -3.654611 0.914786 0.003 -0.014 -0.017 0.45
H -3.935700 -3.255829 -0.785197 -0.011 0.014 -0.004 0.36
H -3.804044 -0.638348 -0.784388 0.007 -0.001 -0.021 0.33
H -1.790079 -5.035508 -0.144985 -0.001 0.002 0.000 0.41
H -1.720608 -4.833873 1.606353 0.006 0.002 0.004 0.38
H -0.225833 -4.945173 0.675775 0.001 0.000 -0.004 0.39
C -3.478825 1.230409 2.687896 -0.007 -0.067 0.006 -0.72
N -2.716080 2.497788 2.860135 0.009 -0.013 -0.013 0.04
C -2.818196 2.984808 4.267668 -0.014 0.006 0.005 -0.91
C -1.283050 2.385838 2.320791 0.026 0.017 0.031 -0.95
C -0.536107 1.227346 2.908441 -0.042 -0.045 0.015 0.64
C -0.125042 1.417208 4.234778 -0.008 -0.015 0.004 -0.73
C 0.382934 0.388117 5.001113 -0.006 0.000 -0.010 -1.07
C 0.471509 -0.863606 4.418004 -0.003 0.000 0.012 -1.05
C 0.149537 -1.034967 3.079347 0.079 -0.032 -0.026 -0.10
C -0.319008 -0.004756 2.244616 0.068 0.141 0.011 0.84
H -4.502702 1.392827 3.015386 0.000 0.009 0.003 0.43
H -3.002023 0.464502 3.294305 -0.011 0.015 0.025 0.36
H -3.450909 0.935034 1.642869 0.007 0.023 -0.011 0.21
H -3.162361 3.206170 2.278023 -0.015 -0.011 0.001 0.35
H -2.434374 2.217327 4.931914 -0.028 0.006 -0.005 0.48
H -3.866209 3.175209 4.485563 -0.001 0.002 -0.002 0.35
H -2.242957 3.900991 4.373657 0.001 0.001 -0.002 0.35
H -0.819178 3.343432 2.559924 0.002 0.001 -0.025 0.65
H -1.407068 2.304055 1.251431 0.003 -0.060 -0.186 -0.30
H -0.206248 2.406195 4.672001 0.028 -0.005 -0.007 0.63
H 0.693626 0.557660 6.022681 0.006 0.002 0.000 0.44
H 0.834297 -1.709672 4.987462 -0.005 -0.001 0.006 0.48
H 0.325592 -2.022263 2.679559 0.003 0.019 0.007 0.42
N 0.387980 -1.144614 -1.865141 -0.079 -0.094 0.030 -0.60
C 1.080662 -0.279779 -2.791087 0.022 0.048 0.046 0.24
C 2.467442 -0.234104 -2.773341 -0.001 0.022 0.027 -0.37
C 3.133617 0.653553 -3.606699 -0.007 0.009 0.007 -0.71
C 2.418108 1.486595 -4.456273 0.009 0.003 -0.003 -0.73
C 1.031752 1.416671 -4.483181 -0.006 0.006 -0.003 -0.74
C 0.358856 0.534710 -3.649814 0.003 -0.006 0.004 -0.33
H -0.453143 -1.520959 -2.295115 0.016 0.029 -0.054 0.41
H 0.976765 -1.946448 -1.636375 -0.002 0.004 -0.010 0.44
H 3.025053 -0.897621 -2.120513 -0.001 -0.001 0.001 0.42
H 4.215534 0.680681 -3.604502 -0.004 -0.002 -0.002 0.47
H 2.940191 2.167271 -5.115289 -0.002 -0.002 0.006 0.48
H 0.470891 2.040329 -5.167094 0.000 -0.001 0.003 0.47
H -0.723243 0.469525 -3.680590 -0.005 0.003 -0.005 0.39
```
Positions in Å, forces in eV/Å.

No. 3
A molecular structure, C31H34N3O2RbSSe2. Source: the OMol25 dataset; level of theory: ωB97M-V/def2-TZVPD.

The spin multiplicity is 1. The HOMO energy comes out at -1.3427 eV. The energy above the lowest of the compared OMol25 structures with the same formula, charge and spin is 0.0 kcal per mole. The calculation puts the molar mass at 756.09 g mol⁻¹. As for the charge: -2. For the maximum force, the calculation gives 0.2 eV/A. The value obtained for the total energy is -183449.74989 eV.

XYZ file:
```
74
Properties=species:S:1:pos:R:3:forces:R:3:mulliken_charge:R:1
Rb 1.113959 -0.510548 -1.235967 0.073 0.126 -0.073 0.75
N 1.555183 -4.059432 -2.294339 -0.190 -0.042 0.119 -0.29
C 0.941935 -4.739173 -1.281780 -0.001 0.072 -0.068 0.37
C 1.417474 -5.927646 -0.768695 0.011 -0.014 -0.003 -0.86
C 0.738574 -6.589118 0.273289 -0.034 0.039 0.008 -0.52
C -0.412579 -6.086691 0.812282 0.036 -0.013 -0.025 -1.00
C -0.926885 -4.861055 0.318716 -0.026 -0.022 0.034 1.23
C -2.086812 -4.236601 0.833904 0.005 -0.009 0.005 -0.74
C -2.496007 -3.041516 0.323998 0.004 0.018 -0.009 -0.76
C -1.745614 -2.445076 -0.714474 0.015 0.033 0.009 0.12
N -0.671715 -2.993704 -1.218035 -0.055 -0.157 0.103 -0.08
C -0.261113 -4.185139 -0.718283 0.205 0.023 -0.137 0.42
H 2.447708 -4.352090 -2.639377 0.019 0.038 0.004 0.16
H 1.116874 -3.232345 -2.669532 -0.057 -0.008 0.001 0.07
H 2.329954 -6.352077 -1.171821 -0.002 -0.006 0.008 0.31
H 1.151178 -7.516471 0.653593 -0.002 -0.002 0.002 0.35
H -0.925286 -6.593126 1.620891 0.000 -0.001 0.001 0.33
H -2.624273 -4.712133 1.646962 0.000 0.001 0.001 0.36
H -3.363408 -2.528196 0.716759 0.003 0.007 -0.003 0.41
H -2.026477 -1.476439 -1.116831 -0.002 0.001 -0.010 0.08
C -0.278262 4.923954 2.075260 0.009 -0.012 0.007 -1.65
C -1.525470 4.028940 2.119748 -0.009 0.006 -0.011 2.44
C -1.219535 2.805741 2.981948 -0.001 -0.037 0.018 -1.54
C -2.677303 4.795700 2.785772 0.007 0.001 -0.002 -1.85
C -1.892551 3.639922 0.685606 0.000 0.013 0.002 0.30
C -2.497325 4.592165 -0.156510 -0.008 -0.015 0.025 -0.46
C -2.815564 4.319899 -1.472553 0.005 -0.004 0.007 -1.18
C -2.503413 3.063945 -1.981270 -0.010 0.037 0.037 0.76
S -2.710638 2.413855 -3.572452 0.014 0.008 -0.013 -0.34
C -1.928235 0.915761 -3.045751 0.039 -0.065 -0.001 -0.10
N -1.574790 0.914206 -1.805336 0.056 -0.019 0.020 0.04
C -1.881151 2.108974 -1.170241 0.037 -0.030 -0.065 -1.67
C -1.586999 2.390895 0.166634 -0.010 0.022 0.027 0.57
C -1.706758 -0.176936 -4.021033 -0.140 0.072 -0.041 0.96
C -2.741994 -0.419284 -4.938272 0.025 0.024 0.024 -0.50
C -2.604179 -1.416000 -5.886726 0.056 -0.037 -0.011 -0.67
C -1.416225 -2.144901 -5.909064 -0.045 0.023 -0.001 -0.46
C -0.410225 -1.867780 -4.991366 -0.021 0.004 -0.034 -0.61
C -0.481664 -0.876925 -3.987477 0.067 -0.073 0.056 -0.34
H -0.001041 5.236139 3.086073 0.001 0.000 0.000 0.41
H -0.452919 5.819364 1.473185 -0.009 -0.004 -0.004 0.36
H 0.565811 4.381792 1.646004 0.004 0.003 -0.002 0.36
H -0.978581 3.126876 3.998853 -0.003 0.006 -0.001 0.49
H -0.379694 2.215205 2.617051 0.013 0.010 -0.001 -0.19
H -2.074982 2.128227 3.032547 -0.012 0.010 -0.003 0.39
H -2.411633 5.023990 3.821120 0.001 -0.002 -0.002 0.44
H -3.587885 4.192343 2.792659 -0.003 0.002 -0.002 0.40
H -2.898574 5.740282 2.286282 0.004 0.007 0.006 0.36
H -2.717341 5.579031 0.230974 -0.008 0.003 -0.018 0.27
H -3.281764 5.075520 -2.093139 0.002 -0.002 -0.004 0.36
H -1.106557 1.618815 0.762724 -0.002 -0.010 -0.015 0.58
H -3.661485 0.159410 -4.892456 -0.008 -0.016 -0.013 0.31
H -3.401118 -1.626868 -6.591234 -0.008 0.007 0.006 0.35
H -1.283364 -2.932364 -6.647302 0.003 0.002 -0.004 0.33
H 0.495081 -2.471943 -5.075977 0.006 0.003 0.017 0.28
O 4.271440 2.710201 1.413628 0.031 -0.059 0.016 -0.47
C 4.468212 1.623508 2.301144 -0.041 0.057 -0.020 -1.28
C 3.542224 0.413775 2.082649 -0.007 -0.010 -0.005 2.81
C 3.630152 -0.442237 3.359228 0.023 0.006 -0.024 -1.47
O 2.899938 0.078691 4.460697 0.026 -0.022 0.048 -0.62
C 4.045591 -0.478003 0.940480 0.000 -0.023 0.043 -1.41
Se 4.410887 0.377499 -0.809177 0.032 -0.017 -0.063 -0.82
C 2.103417 0.902375 1.863317 -0.004 0.124 0.003 -2.38
Se 0.666653 -0.445970 2.127007 -0.053 -0.015 0.012 -0.53
H 4.340371 2.318276 0.517091 -0.006 0.024 -0.014 0.29
H 4.300519 2.014084 3.309339 -0.020 -0.018 0.010 0.49
H 5.507237 1.262042 2.242967 0.015 0.020 0.009 0.29
H 4.676576 -0.510592 3.679303 0.003 0.022 -0.024 0.50
H 3.282759 -1.451509 3.119428 -0.029 -0.014 0.028 0.42
H 1.966006 -0.044437 4.205162 -0.034 0.002 -0.023 0.30
H 3.317162 -1.281876 0.802462 -0.014 0.003 0.010 0.37
H 4.975206 -0.953554 1.269392 0.009 0.005 -0.033 0.40
H 2.026448 1.340686 0.864025 0.076 -0.070 0.040 0.74
H 1.924854 1.727664 2.556319 -0.063 -0.034 0.019 0.49
```
Positions in Å, forces in eV/Å.

Q: Which of these has the highest spin multiplicity?
A: C31H34FMnN3O9S2

Q: Which value of maximum force does entry 1 give?
A: 4.5 eV/A

Q: What is the formula in the first record?
A: C31H34FMnN3O9S2